# 1
{
  "formula": "C8H32ClO12",
  "method": "ωB97M-V/def2-TZVPD",
  "species": ["Cl", "O", "O", "O", "O", "C", "O", "H", "H", "H", "H", "C", "O", "H", "H", "H", "H", "C", "O", "H", "H", "H", "H", "C", "O", "H", "H", "H", "H", "C", "O", "H", "H", "H", "H", "C", "O", "H", "H", "H", "H", "C", "O", "H", "H", "H", "H", "C", "O", "H", "H", "H", "H"],
  "coordinates": [[0.28143, 0.53087, 0.44233], [0.70599, -0.79222, 0.04878], [0.52196, 0.80027, 1.83943], [1.06749, 1.49214, -0.28927], [-1.13043, 0.72460, 0.05245], [-1.56617, 2.54228, 2.32829], [-0.20459, 2.86889, 2.27204], [-2.09899, 3.46225, 2.08773], [-1.92835, 1.82533, 1.59147], [-1.99290, 2.29347, 3.29993], [0.42285, 2.14859, 2.17666], [1.92761, 0.63073, -2.17289], [1.73733, 0.36555, -3.53083], [1.62595, 1.62684, -1.84909], [1.21501, -0.03466, -1.68549], [2.92540, 0.42554, -1.78506], [0.81193, 0.22477, -3.74395], [-2.13690, -0.44071, -1.83652], [-0.74611, -0.70438, -1.86138], [-2.35298, 0.60379, -2.06108], [-2.69523, -1.04251, -2.55360], [-2.60836, -0.76875, -0.91012], [-0.33973, -0.21634, -1.14147], [-0.95556, 2.91095, -0.84185], [-2.16871, 3.18304, -1.42726], [-0.83999, 1.84662, -1.04660], [-0.02856, 3.40451, -1.13370], [-1.17376, 3.14537, 0.20004], [-2.92154, 2.96361, -0.87346], [3.11355, 0.02698, 2.30700], [2.40408, 1.18096, 1.96116], [2.81599, -0.32452, 3.29495], [2.91065, -0.64246, 1.47107], [4.16258, 0.28885, 2.44501], [1.62050, 0.85722, 1.51085], [0.32000, -3.08704, 0.96939], [1.62064, -3.27298, 0.37537], [0.45660, -2.91155, 2.03647], [-0.16390, -2.22322, 0.51359], [-0.44759, -3.84451, 0.81077], [1.61772, -2.74219, -0.42455], [-2.03779, -0.80295, 1.60489], [-0.86886, -0.67112, 2.43915], [-1.60674, -1.07586, 0.64166], [-2.50189, -1.74545, 1.89540], [-2.67617, 0.07934, 1.55876], [-0.44237, 0.09494, 2.04818], [0.83710, -2.75126, -2.42558], [0.21848, -2.44734, -1.22125], [1.89556, -2.49166, -2.40644], [0.81920, -3.83574, -2.53370], [0.44546, -2.18738, -3.27219], [0.13309, -1.49149, -1.19548]],
  "forces_ev_per_angstrom": [[-1.186, 2.832, -5.328], [1.245, 3.516, 3.489], [-4.760, -1.285, -1.023], [-1.158, -0.289, 3.693], [2.892, -1.374, 3.022], [-0.531, 0.784, 0.030], [-0.793, 2.591, 0.804], [-0.053, 0.284, -0.177], [0.295, -0.017, 0.298], [0.546, -0.458, 0.414], [-0.661, 1.034, 0.687], [-1.322, -0.543, -0.464], [1.322, 0.051, -1.828], [0.750, -0.093, -1.728], [1.412, 0.388, -0.400], [0.181, -0.153, -0.534], [-0.058, 0.059, 0.534], [-0.863, -0.396, -0.411], [-3.539, 3.446, -3.465], [-0.066, 0.062, 0.186], [0.689, -0.152, -0.602], [0.178, 0.388, 0.188], [-1.569, 0.371, -1.645], [0.090, -0.674, 0.790], [-2.300, 1.971, -2.886], [0.610, 2.159, -0.462], [-0.702, 0.957, -0.744], [1.364, -0.500, 0.048], [0.499, -0.023, 0.254], [0.249, 0.790, 0.017], [6.591, 2.025, 0.950], [-0.399, -0.633, -0.017], [0.726, -0.985, 0.548], [0.301, -0.278, -0.475], [5.352, 0.997, 0.975], [0.140, 0.388, 0.637], [0.211, -1.089, 1.985], [0.012, -0.135, 0.031], [0.135, -1.325, 1.696], [0.524, -0.945, -0.134], [-0.273, -0.297, 0.278], [1.087, -2.962, 0.899], [-4.129, -1.985, 0.697], [-1.184, -0.075, 0.091], [-0.783, 0.310, 0.509], [-0.197, -0.398, 0.146], [-1.898, -1.583, 2.959], [0.502, -0.494, -0.244], [0.723, -3.578, -3.084], [0.502, 0.148, 0.024], [-0.280, -0.001, -0.469], [-0.396, -0.341, -0.209], [-0.027, -2.490, -0.551]],
  "mulliken_charge": [1.3118, -0.2349, -0.7689, -0.7235, -0.9107, -0.4224, -0.7043, 0.3796, -0.1345, 0.2863, 0.6705, -2.0352, -0.6389, 0.3702, 2.2606, 0.4122, 0.3531, -1.0914, -0.3662, 0.3534, 0.4188, 0.2700, -1.8820, -0.3039, -0.6836, 0.3020, 0.3457, 0.1618, 0.3668, -0.7284, -0.6279, 0.2402, 0.1829, 0.2567, 0.8054, -0.2753, -0.6603, 0.3133, 0.2359, 0.3680, 0.4384, -0.6664, -0.6447, -0.0357, 0.4981, 0.1497, 0.9038, -0.9865, -0.6915, 0.3266, 0.3745, 0.2003, 1.6604],
  "gap_ha": 0.323,
  "charge": -1,
  "homo_energy_ev": -6.010
}

***

# 2
{
  "formula": "C8H32N10O8",
  "method": "ωB97M-V/def2-TZVPD",
  "species": ["N", "C", "N", "O", "H", "H", "H", "H", "N", "C", "N", "O", "H", "H", "H", "H", "N", "C", "N", "O", "H", "H", "H", "H", "N", "C", "N", "O", "H", "H", "H", "H", "N", "C", "N", "O", "H", "H", "H", "H", "C", "O", "H", "H", "H", "H", "C", "O", "H", "H", "H", "H", "C", "O", "H", "H", "H", "H"],
  "coordinates": [[-0.81742, 0.22179, 3.81944], [0.30466, 0.24970, 3.17307], [1.07033, 1.38696, 3.21270], [0.73538, -0.71996, 2.64189], [-1.26454, -0.66288, 4.11822], [-1.13524, 1.13553, 4.15501], [1.80321, 1.45722, 2.48124], [0.55531, 2.27042, 3.42242], [-1.15567, 1.51015, -3.06467], [-2.07140, 2.49078, -2.98967], [-2.19241, 3.14326, -1.83010], [-2.70580, 2.75815, -3.98622], [-0.49422, 1.18782, -2.38805], [-1.08680, 1.13543, -4.00691], [-1.43663, 2.99219, -1.14659], [-2.62640, 4.05212, -1.79174], [2.63692, 2.44718, -2.04649], [2.24402, 1.41585, -1.30819], [2.02620, 0.28588, -1.92786], [2.14380, 1.54476, -0.08754], [3.00902, 3.27971, -1.57013], [2.66138, 2.38509, -3.07812], [1.68468, -0.52021, -1.45021], [2.04902, 0.19125, -2.93861], [-3.02429, -3.03514, -1.01787], [-2.70505, -4.31712, -1.25640], [-2.71524, -4.78307, -2.54371], [-2.36103, -4.99500, -0.32107], [-3.27759, -2.97837, -0.04313], [-3.63868, -2.53280, -1.65485], [-2.60448, -4.09612, -3.26143], [-2.06115, -5.54339, -2.67543], [-1.70878, 3.34794, 1.91587], [-1.22870, 4.56134, 1.59368], [-0.56184, 4.54826, 0.37942], [-1.45129, 5.57302, 2.25463], [-2.43666, 3.35818, 2.57776], [-1.65836, 2.54964, 1.29045], [-0.02257, 3.70045, 0.17502], [0.04276, 5.39455, 0.42959], [1.21411, -3.94494, -0.37057], [1.83471, -2.85069, -1.07850], [1.69947, -4.86949, -0.59571], [1.17976, -3.79334, 0.73282], [0.20603, -3.97533, -0.76401], [2.68412, -2.76323, -0.62579], [3.67948, -2.26516, 2.39628], [3.01986, -1.91581, 1.22908], [4.65565, -2.62831, 2.12751], [3.81719, -1.37994, 2.99667], [3.24701, -2.96795, 3.10218], [2.23093, -1.44873, 1.55521], [-0.87495, -0.56050, -0.04696], [-0.48747, 0.81319, 0.23694], [-1.86555, -0.71303, 0.39928], [-1.02209, -0.66792, -1.09136], [-0.23241, -1.33009, 0.35273], [0.48968, 0.87075, 0.18877]],
  "forces_ev_per_angstrom": [[-3.746, 1.113, 2.365], [2.480, 1.284, -0.393], [-0.407, 2.116, -0.155], [1.620, -3.631, -1.986], [0.630, 1.226, -0.592], [-0.270, -1.082, 0.215], [-1.024, -0.126, 0.695], [0.945, -1.004, -0.428], [1.035, -1.584, -0.944], [-0.130, 0.592, -0.923], [0.993, 0.105, 2.347], [-0.979, 0.428, -0.783], [-0.076, 0.193, 0.540], [-0.001, 0.071, 0.560], [-0.976, 0.243, -0.615], [-0.010, -0.219, -0.283], [0.767, 1.998, -2.061], [0.604, 0.997, 1.652], [-0.768, -2.044, -2.195], [-0.346, -0.138, 0.856], [-0.510, -0.894, -0.557], [0.156, 0.275, 1.287], [-0.055, -0.553, 0.564], [0.162, 0.180, 0.474], [-1.163, 1.708, -0.282], [0.746, -0.779, -0.044], [0.265, -0.202, -0.501], [0.328, -1.292, 0.749], [-0.010, 0.492, 0.002], [0.239, -0.200, 0.231], [-0.120, 0.377, -0.319], [-0.266, -0.100, 0.152], [0.118, -1.211, 0.112], [-0.780, 0.607, 0.081], [1.746, 1.589, 0.282], [0.488, -0.796, -0.685], [-0.779, -0.095, 0.773], [0.118, 0.201, 0.080], [-0.151, 0.424, 0.289], [-0.451, -0.960, -0.702], [-0.633, 1.186, 0.058], [0.184, -0.538, 0.508], [0.420, -0.710, -0.111], [0.089, 0.057, -0.755], [-0.299, -0.235, 0.191], [0.004, 0.491, 0.001], [1.248, 0.424, 0.921], [-1.070, -0.136, -0.170], [0.474, -0.249, -0.081], [0.328, 0.537, 0.363], [-0.741, -0.558, -0.436], [-0.223, 0.100, -0.422], [-0.965, 1.113, 0.935], [0.138, -0.802, -0.151], [0.224, 0.110, 0.049], [0.072, -0.319, -1.170], [0.530, 0.096, 0.145], [-0.200, 0.122, 0.266]],
  "mulliken_charge": [-0.4177, 0.5712, -0.4867, -0.5994, 0.2539, 0.1689, 0.2045, 0.2344, -0.2640, 0.4166, -0.2669, -0.6951, 0.2197, 0.1704, 0.1721, 0.2733, -0.4379, 0.6431, -0.1639, -0.7336, 0.2614, 0.1532, 0.1127, 0.1934, -0.3924, 0.5946, -0.5279, -0.6269, 0.2468, 0.2027, 0.2321, 0.2800, -0.2394, 0.5094, -0.3647, -0.6648, 0.2299, 0.0792, 0.0856, 0.2837, -0.1866, -0.5084, 0.3682, 0.1816, -0.1823, 0.2993, -0.8046, -0.3777, 0.3035, 0.2709, 0.2924, 0.3649, -0.9006, 0.2395, 0.2609, 0.4544, 0.2710, -0.2577],
  "gap_ha": 0.365,
  "charge": 0,
  "smiles": "NC(N)=O.NC(N)=O.NC(N)=O.NC(N)=O.NC(N)=O.CO.CO.CO",
  "homo_energy_ev": -9.749
}

***

For each record above, in turn, the calculated energy relative to the best compared isomer or geometry (same formula, charge and spin) values are 392.6 3.1 kcal/mol.